Entry from the Open Molecules 2025 dataset: C2H6NP as an isolated structure (ωB97M-V/def2-TZVPD).

Results
largest force on an atom = 5.52 eV/A
spin multiplicity = 3
energy relative to the best compared isomer or geometry (same formula, charge and spin) = 73.2 kcal/mol
LUMO level (spin up / spin down) = 1.244 / -2.831 eV
molecular weight = 75.1 Da
HOMO energy (spin up / spin down) = -4.60 / -9.27 eV
HOMO-LUMO gap (spin up / spin down) = 5.8 / 6.4 eV
expectation value of S² = 2.00

Cartesian coordinates (Å):
C: 1.17291 0.40669 -0.61914
C: -1.22464 -0.73901 0.16328
N: 1.32516 0.00573 0.80251
P: 0.52964 -1.17539 -0.17373
H: 0.51728 1.64958 -0.83642
H: 2.12919 0.71134 -0.92946
H: -1.48485 -0.30108 -0.76729
H: -1.05143 -0.13217 1.15515
H: -1.76303 -1.68172 0.18442
H: 2.23178 -0.31133 1.04052

Atoms 1-2, force components in eV/Å:
-0.9 5.4 -0.7
1.1 -1.0 1.3